1.
Here is a molecular structure, C13H23F3N2O13 at a distorted geometry from the Open Molecules 2025 dataset. Energies are from ωB97M-V/def2-TZVPD.

```
! wB97M-V def2-TZVPD RIJCOSX def2/J DEFGRID3
* xyz 0 1
H -9.97035 12.70764 12.51279
H -9.79411 14.36223 15.67089
H -10.29975 10.89299 15.31058
C -7.28250 10.01952 15.53360
H -11.74521 12.94131 12.70507
O -14.41591 15.17570 18.67488
C -11.40218 18.35209 16.35461
C -10.75064 11.80277 14.21273
O -7.70432 11.34980 15.91296
O -12.43850 15.89480 19.37411
N -10.54763 10.33495 16.11510
H -11.49674 10.53818 16.39435
O -9.99015 11.82291 17.27116
F -10.37352 16.24744 18.84636
N -9.62001 13.44096 16.04644
H -8.81302 13.04335 15.58735
O -9.93971 10.84480 14.47531
H -10.07385 10.79249 16.88078
H -11.89869 18.37143 18.36996
F -10.12109 18.40938 16.70236
H -8.04513 11.04906 19.18413
C -7.69569 12.07926 14.93409
H -5.37605 10.50784 14.66599
C -11.16795 14.21565 18.61971
H -13.34574 17.91361 17.29903
H -9.64371 10.97118 19.86486
H -9.40731 13.44587 17.03378
H -10.43066 12.85727 15.89730
C -9.27384 12.36242 18.10160
C -8.91195 11.65834 19.44008
O -7.00482 11.51141 13.97945
H -8.04856 9.31493 15.20985
C -11.13717 15.41970 19.50154
C -10.91244 12.24557 12.80780
H -10.72562 13.36767 19.14257
H -11.75247 19.30290 15.95293
O -8.09638 13.23222 14.93734
H -10.52002 14.34311 17.75250
H -10.23891 9.37424 16.15791
O -12.48023 14.00292 18.29897
H -11.25229 11.50922 12.07951
O -11.50560 17.17946 15.51088
O -12.07535 16.52022 17.46317
C -12.26856 17.89099 17.46416
C -11.64928 16.14148 16.23110
F -6.62300 9.23232 16.46489
H -6.33834 9.56306 13.51677
O -11.17147 12.54737 15.14762
O -8.88894 13.57395 17.99900
C -13.22447 15.05091 18.79345
H -10.70599 15.21525 20.48153
H -8.63101 12.38726 20.20025
C -6.39005 10.27235 14.34280
O -11.47623 14.94905 15.91698
*
```

E_HOMO   -0.2630 Ha
DFT total energy   -51582.683 eV
F_max   19.9 eV/Å
HOMO-LUMO gap   7.62 eV
E_LUMO   0.46 eV


2.
Here is a molecular structure, C13H23GeN2O4RhSe at a distorted geometry from the Open Molecules 2025 dataset. Energies are from ωB97M-V/def2-TZVPD.

```
! wB97M-V def2-TZVPD RIJCOSX def2/J DEFGRID3
* xyz 0 5
H -2.09508 -3.83341 -4.12153
H -1.62498 2.51774 -0.37908
H -0.76233 5.43281 3.96434
H 0.39457 0.77138 2.65411
H 4.24035 -3.63742 2.88831
C 3.83614 -2.76895 2.37230
H -2.24380 5.62839 3.01593
O 1.84001 1.48450 -1.30094
C -1.38224 3.87520 1.25703
Se 0.78638 2.58091 -1.86263
C -1.69746 -0.72303 -1.38717
H 1.18942 -0.97632 -3.03153
H -0.83722 -3.81266 -0.48412
H 0.77807 -3.25530 -0.96025
H 3.88087 -1.91306 3.04338
O 1.40346 3.69501 -2.78461
H -2.18160 4.45634 4.34555
C 2.38835 -3.04943 1.94424
H 1.75807 -3.24025 2.81404
N -0.34289 1.63231 0.97557
C -1.13577 3.83716 2.58794
O 0.20448 3.45508 -0.40399
C -0.84802 2.83176 0.32992
C -0.19100 -3.58758 -1.33412
H -0.04296 -4.50428 -1.90574
H -2.21367 0.01749 -1.99348
Rh 0.11808 0.13408 -0.56896
C -0.08159 1.65853 2.24810
C -0.41457 2.72702 3.09429
H -0.00016 -0.66515 -4.29084
O -0.52223 1.81649 -2.38911
C -2.46132 -2.99758 -3.52366
H 4.45789 -2.55821 1.50430
C -1.61392 4.90622 3.53027
H -2.90741 -2.25937 -4.18960
H 2.34128 -3.92772 1.29812
C 0.41703 -1.44098 -3.64929
H 0.87697 -2.20771 -4.27264
Ge -0.98697 -2.17250 -2.47631
H -0.14954 2.68271 4.14198
C 1.83324 -1.92369 1.21594
N 1.43654 -1.00890 0.64998
H -1.92353 4.68883 0.79135
H -3.23159 -3.36486 -2.84549
H -2.28934 -1.00161 -0.51189
*
```

E_HOMO (spin up / spin down)   -0.2623 / -0.3106 Ha
DFT total energy   -149888.185 eV
F_max   1.0 eV/Å
HOMO-LUMO gap (spin up / spin down)   7.32 / 6.44 eV
ΔE to the lowest compared entry with this formula, charge and spin   63.2 kJ/mol
E_LUMO (spin up / spin down)   0.19 / -2.01 eV


3.
Here is a molecular structure, C13H23N2O3PS2SnTe from the Open Molecules 2025 dataset. Energies are from ωB97M-V/def2-TZVPD.

```
! wB97M-V def2-TZVPD RIJCOSX def2/J DEFGRID3
* xyz 0 1
P -0.68418 -1.08269 -2.21563
H 2.75693 2.99508 1.07301
H -1.83200 -4.07975 -1.64152
C 0.17283 0.09967 2.30296
C -1.06640 -3.46187 -1.17344
H 3.89351 1.69181 1.45543
H -1.56006 -2.80949 -0.44956
H 3.24204 -0.72425 -4.79925
S 0.30098 2.91554 -0.94298
C 1.45262 -1.27822 -3.76235
H -2.88733 0.86668 1.41103
C 1.93801 1.46780 2.36608
C 0.36009 0.46479 3.61198
H 0.71774 -3.65685 0.01432
H -1.54227 -0.34121 1.04166
H -4.02406 2.03526 0.72739
N -2.09106 2.10806 -0.07013
C -0.86917 -0.82407 1.75261
C 2.24896 -0.31581 -4.60768
H -2.18474 1.54793 -0.92648
H 1.75247 -0.14158 -5.56149
H -3.14101 3.84187 2.01493
H -0.44015 -4.98348 0.20005
O 0.01181 -0.55446 -0.94743
H -2.72269 2.52159 3.12422
H 3.48119 2.89340 2.67020
Sn 1.65567 0.67221 -0.52462
C 1.48562 1.33625 3.65182
C 3.07413 2.29715 1.85471
O 0.17011 -0.67086 -3.49078
H -0.42308 -1.66321 1.21769
C -2.99522 1.89224 1.05198
N 1.13287 0.71742 1.52364
H 1.96591 -1.49785 -2.82290
C 0.00862 -4.29381 -0.51616
H 1.27346 -2.22119 -4.27824
C -2.58958 2.90885 2.11778
H -0.23933 0.12654 4.44324
H 2.36034 0.64008 -4.09487
Te -2.92110 -0.44716 -2.42880
H -1.45993 -1.22005 2.57927
O -0.46922 -2.66519 -2.21801
H 1.91480 1.81576 4.51798
S -0.82815 3.25557 1.81838
H 0.55108 -4.87446 -1.26224
C -0.95106 2.69601 0.19219
*
```

E_HOMO   -0.2756 Ha
DFT total energy   -67064.656 eV
F_max   0.3 eV/Å
HOMO-LUMO gap   7.28 eV
ΔE to the lowest compared entry with this formula, charge and spin   0.0 kJ/mol
E_LUMO   -0.22 eV


4.
Here is 2 unconnected molecules or ions with the total composition C13H23N2O4 at a distorted geometry from the Open Molecules 2025 dataset. Energies are from ωB97M-V/def2-TZVPD.

```
! wB97M-V def2-TZVPD RIJCOSX def2/J DEFGRID3
* xyz 1 1
H 2.26025 0.45967 -2.84558
H -6.21875 -1.21794 -1.25560
N -2.81899 -1.14025 1.75812
O 3.99512 2.08924 -1.72861
C 4.57006 -1.21933 0.02328
H -5.98866 -1.40820 0.47786
H 4.26988 -0.54575 -2.13145
H -5.33871 -0.76628 2.42037
C 1.20844 0.84899 0.51591
C 0.40529 -0.38476 0.55187
H 4.50906 -0.47727 0.85952
H -6.31425 0.21350 -0.21619
H 4.55874 1.53379 0.22211
H -0.11385 -0.65508 1.50268
C -4.74115 0.13767 2.54010
N 0.31434 -1.21732 -0.54293
H -2.84454 0.93358 2.01373
H 1.30074 1.53178 1.39353
C 5.03416 1.67944 -0.78701
C -3.82412 0.48681 0.16649
H -2.87497 0.70370 -0.33790
C 5.08663 -0.61711 -1.35081
H 5.73173 2.56029 -0.67966
C 0.92364 -0.97144 -1.75353
O 5.82224 0.60936 -1.22940
H 3.57050 -1.71902 -0.10220
H -3.36847 -1.82742 1.24265
H 5.31772 -1.99706 0.35552
C 1.74203 0.22054 -1.88910
O -4.40815 -0.57690 -0.56859
C 2.84949 2.37526 -0.97027
O 2.57225 3.45628 -0.56091
H 5.80952 -1.37585 -1.76999
C -5.80477 -0.74111 -0.36621
H -5.38057 1.00085 2.34402
C -3.51186 0.15076 1.63624
H -4.43335 1.39465 0.08299
C 1.90563 1.13128 -0.74433
H -4.43837 0.17967 3.58811
H -0.23169 -2.08551 -0.47102
H -1.94687 -1.09069 1.23886
H 0.84463 -1.66286 -2.63268
*
```

E_HOMO   -0.4445 Ha
DFT total energy   -25014.850 eV
F_max   3.0 eV/Å
HOMO-LUMO gap   6.74 eV
ΔE to the lowest compared entry with this formula, charge and spin   369.3 kJ/mol
E_LUMO   -5.35 eV


5.
Here is a molecular structure, C13H23N3ORhS from the Open Molecules 2025 dataset. Energies are from ωB97M-V/def2-TZVPD.

```
! wB97M-V def2-TZVPD RIJCOSX def2/J DEFGRID3
* xyz 3 1
C -2.12751 0.39536 -2.07202
C 0.91626 0.49815 -2.30335
H -0.62409 2.63523 2.17301
C -0.54561 -0.92275 4.37171
H -2.93484 1.11291 -2.21401
C 0.04918 1.61925 -1.78097
O -1.30055 -1.21989 1.82392
H 1.89390 -0.43533 -0.74219
C 2.69081 0.66173 1.67937
H 1.56763 -2.11520 -2.56496
C 1.54101 -0.02398 2.03783
H -3.14509 -1.49220 -2.35254
H -0.30409 2.28007 -2.57443
H -3.34418 -0.80676 -0.73353
H 1.44450 3.82965 1.52025
H 1.21719 -2.61374 -0.90661
N -1.47777 -1.71359 -1.03538
H -1.60063 1.68761 -0.54146
Rh -0.47440 -0.44751 0.18570
H 0.48899 0.03990 -3.19221
C -0.54892 -2.22977 -2.11158
C 2.64702 2.04407 1.49500
H 3.63402 0.13428 1.60645
H -0.35859 -0.13612 5.10861
H 0.34178 -1.52275 4.18846
N -1.12204 0.97778 -1.09607
C 0.89373 -1.96168 -1.71975
H 1.91835 0.83641 -2.56237
C -2.64441 -0.93305 -1.56007
H 1.58488 -1.08575 2.26171
C 0.32906 0.68980 2.17974
S -1.11946 -0.08784 2.91351
H 0.57301 2.21468 -1.03320
H -0.72638 -3.29344 -2.26410
C 1.45480 2.75374 1.63957
N 1.00158 -0.54735 -1.22249
H -1.38223 -1.53615 4.71295
H 3.56093 2.57841 1.26439
H -1.62657 0.27937 -3.02980
H -1.83780 -2.50433 -0.49877
C 0.29483 2.08674 1.99275
H -0.79829 -1.72593 -3.04306
*
```

E_HOMO   -0.7418 Ha
DFT total energy   -34186.576 eV
F_max   0.5 eV/Å
HOMO-LUMO gap   8.07 eV
E_LUMO   -12.12 eV


Question: The lowest DFT total energy belongs to which entry?
Answer: C13H23GeN2O4RhSe


Question: The highest F_max belongs to which entry?
Answer: C13H23F3N2O13